(1)
Formula: C4H12O
Source: OMol25
Level of theory: ωB97M-V/def2-TZVPD

Structure (ORCA input):
```
! wB97M-V def2-TZVPD RIJCOSX def2/J DEFGRID3
* xyz 0 1
C -0.213 2.433 0.262
C -0.391 1.386 -0.817
O 0.562 3.554 -0.131
H -1.178 2.831 0.598
H 0.169 2.039 1.220
H 0.289 0.554 -0.679
H 1.397 3.225 -0.500
H -0.400 1.830 -1.812
H -1.378 0.928 -0.728
C 0.333 -2.292 -0.429
C -0.002 -2.446 1.040
H 0.793 -1.326 -0.655
H -0.631 -2.178 -0.933
H 1.004 -2.983 -0.926
H 0.765 -2.254 1.802
H -0.828 -1.833 1.402
H -0.290 -3.468 1.286
*
```

gap between HOMO and LUMO: 11.228 eV
E_HOMO: -10.282 eV
energy above the lowest of the compared OMol25 structures with the same formula, charge and spin: 80.0 kJ/mol
SMILES: CCO.CC

---

(2)
Formula: C12H22Cr2O6
Source: OMol25
Level of theory: ωB97M-V/def2-TZVPD

Structure (ORCA input):
```
! wB97M-V def2-TZVPD RIJCOSX def2/J DEFGRID3
* xyz 1 10
Cr 1.762 -0.006 1.767
Cr 0.913 2.071 -0.831
C 4.161 3.224 0.301
C 3.118 3.042 1.440
C 2.487 4.423 1.933
O 2.262 2.050 1.006
H 5.158 2.807 0.439
H 4.278 4.299 0.161
H 3.924 2.827 -0.685
H 3.733 2.669 2.259
H 2.276 4.320 2.998
H 1.517 4.613 1.475
H 3.116 5.313 1.938
C -0.262 -1.190 -0.424
O 0.730 -0.189 -0.163
H -0.514 -1.151 -1.484
H -0.072 -2.239 -0.197
H -1.182 -0.968 0.118
O 0.859 -4.045 -6.507
C 0.159 -3.736 -5.552
O -1.084 -3.283 -5.694
C -1.786 -2.954 -4.507
C -1.042 -3.898 -3.527
C 0.432 -3.827 -4.041
H -2.827 -3.276 -4.533
H -1.782 -1.922 -4.156
H -1.299 -4.949 -3.398
H -1.245 -3.422 -2.567
H 0.935 -4.732 -3.698
H 0.958 -2.921 -3.742
O 0.158 0.455 3.093
C -1.025 0.604 3.119
O -1.544 1.685 3.765
C -2.922 1.533 4.124
C -3.391 0.531 3.057
C -2.160 -0.332 2.751
H -3.543 2.428 4.090
H -3.018 1.075 5.108
H -3.777 1.014 2.159
H -4.151 -0.160 3.423
H -2.177 -0.639 1.706
H -2.133 -1.145 3.477
*
```

gap between HOMO and LUMO (spin up / spin down): 5.814 / 7.636 eV
E_HOMO (spin up / spin down): -10.504 / -11.899 eV

---

(3)
Formula: C6H13N3
Source: OMol25
Level of theory: ωB97M-V/def2-TZVPD

Structure (ORCA input):
```
! wB97M-V def2-TZVPD RIJCOSX def2/J DEFGRID3
* xyz 0 1
C 0.605 0.005 -1.202
C -1.541 -0.287 2.102
C 2.048 -0.467 -0.977
C -0.673 0.258 0.991
C -0.329 1.520 1.041
N -0.432 -1.941 -0.052
N 0.217 -0.317 -2.580
C -0.005 2.775 1.116
N -0.277 -0.518 -0.114
H 0.628 1.098 -1.178
H -1.295 -2.204 0.419
H -0.546 -2.318 -0.993
H 0.105 -1.322 -2.635
H -0.713 0.077 -2.705
H -1.952 -1.280 1.927
H -0.972 -0.324 3.038
H -2.402 0.375 2.258
H 2.127 -1.560 -0.955
H 2.710 -0.103 -1.771
H 2.435 -0.086 -0.026
H 0.629 3.230 0.364
H -0.364 3.389 1.934
*
```

gap between HOMO and LUMO (spin up / spin down): 7.784 / 6.654 eV
E_HOMO (spin up / spin down): -7.149 / -5.995 eV
energy above the lowest of the compared OMol25 structures with the same formula, charge and spin: 535.5 kJ/mol
SMILES: C=C=C(C)N(N)[C@@H](C)N

---

(4)
Formula: C21H29Cl3CsIN5O3P2SbSe4Si
Source: OMol25
Level of theory: ωB97M-V/def2-TZVPD

Structure (ORCA input):
```
! wB97M-V def2-TZVPD RIJCOSX def2/J DEFGRID3
* xyz -2 1
Cs -0.044 -0.252 -1.051
N 0.606 0.240 3.190
P 0.729 -1.270 2.393
C 1.441 -2.254 3.780
C 0.727 -2.562 4.937
C 1.330 -3.255 5.975
C 2.655 -3.658 5.863
C 3.371 -3.368 4.712
C 2.764 -2.670 3.677
C -1.002 -1.854 2.431
C -1.241 -3.221 2.261
C -2.531 -3.695 2.124
C -3.601 -2.804 2.141
C -3.370 -1.446 2.281
C -2.073 -0.968 2.428
C 1.005 1.478 2.694
C 1.064 2.568 3.574
C 1.441 3.794 3.074
C 1.762 3.907 1.727
C 1.687 2.771 0.945
N 1.315 1.573 1.407
H 0.216 0.269 4.124
H -0.317 -2.276 5.012
H 0.765 -3.492 6.868
H 3.125 -4.208 6.670
H 4.400 -3.692 4.617
H 3.316 -2.446 2.771
H -0.405 -3.911 2.198
H -2.701 -4.750 1.956
H -4.610 -3.170 2.002
H -4.188 -0.740 2.228
H -1.913 0.103 2.471
H 0.804 2.434 4.616
H 1.475 4.659 3.725
H 2.037 4.851 1.280
H 1.919 2.818 -0.111
Se -3.580 4.302 -3.743
Sb -1.602 2.884 -3.928
Se -0.025 3.470 -2.069
Se -2.242 0.482 -3.660
Se -0.388 3.194 -6.085
N -4.338 1.895 -1.205
C -3.536 2.082 -0.130
O -3.218 1.186 0.632
C -3.073 3.517 0.018
I -2.404 3.941 1.989
H -4.390 0.937 -1.522
H -4.295 2.583 -1.961
H -3.855 4.223 -0.242
H -2.206 3.689 -0.624
Cl -0.741 -5.899 -0.849
Si 0.020 -4.067 -1.738
Cl -1.851 -2.915 -1.573
Cl -0.221 -4.567 -3.894
N 2.232 2.706 -4.252
C 3.110 1.669 -4.829
P 2.562 -0.026 -4.357
O 3.720 -0.923 -4.611
O 1.854 0.094 -3.039
C 1.189 -0.391 -5.537
N 0.199 -1.270 -4.846
H 2.697 3.583 -4.029
H 1.747 2.406 -3.375
H 1.413 2.928 -4.914
H 4.122 1.767 -4.439
H 3.135 1.777 -5.914
H 1.548 -0.884 -6.439
H 0.665 0.530 -5.812
H 0.630 -1.844 -4.114
H -0.266 -1.906 -5.495
H -0.569 -0.653 -4.403
*
```

gap between HOMO and LUMO: 5.638 eV
E_HOMO: -2.307 eV
energy above the lowest of the compared OMol25 structures with the same formula, charge and spin: 0.0 kJ/mol

---

(5)
Formula: H6N3O4P2
Source: OMol25
Level of theory: ωB97M-V/def2-TZVPD

Structure (ORCA input):
```
! wB97M-V def2-TZVPD RIJCOSX def2/J DEFGRID3
* xyz -1 1
N -1.726 0.495 -1.132
N -2.275 -1.425 0.452
N 1.575 1.398 0.600
O 2.629 -0.854 1.279
O -1.061 0.876 1.309
O 0.423 -0.842 -0.189
O 2.754 -0.145 -1.250
P -1.416 -0.145 0.308
P 2.159 -0.091 0.117
H -1.178 1.086 -1.714
H -2.401 0.014 -1.683
H 0.597 -1.751 -0.270
H -2.216 -1.738 1.470
H 0.501 1.170 0.873
H 1.634 1.952 -0.171
*
```

gap between HOMO and LUMO: 9.483 eV
E_HOMO: -5.807 eV
energy above the lowest of the compared OMol25 structures with the same formula, charge and spin: 20.4 kJ/mol

---

(6)
Formula: C15H36NO9PSi
Source: OMol25
Level of theory: ωB97M-V/def2-TZVPD

Structure (ORCA input):
```
! wB97M-V def2-TZVPD RIJCOSX def2/J DEFGRID3
* xyz 0 1
C 4.956 4.104 3.488
C 3.684 4.412 2.697
C 3.148 3.196 1.910
Si 3.395 3.221 0.064
P 5.433 2.295 -0.308
N 5.342 0.723 -0.336
H 5.831 4.021 2.835
H 5.181 4.876 4.231
H 4.852 3.156 4.029
H 2.910 4.774 3.382
H 3.876 5.261 2.024
H 2.074 3.075 2.098
H 3.619 2.281 2.301
H 3.327 4.605 -0.462
H 2.440 2.346 -0.641
H 5.973 2.902 -1.458
H 6.249 2.908 0.667
H 5.931 0.251 0.336
C 2.986 0.416 -3.121
C 3.159 -0.267 -4.455
O 1.960 -0.189 -5.259
C 1.774 0.963 -5.890
O 2.527 1.905 -5.900
O 0.637 0.884 -6.581
C 0.331 2.049 -7.353
H 2.125 0.006 -2.590
H 3.873 0.260 -2.504
H 2.838 1.487 -3.257
H 3.324 -1.336 -4.343
H 3.983 0.166 -5.021
H 1.161 2.301 -8.010
H 0.126 2.896 -6.700
H -0.552 1.784 -7.926
C -2.920 -1.867 -1.016
C -2.631 -2.097 0.449
O -1.213 -2.207 0.699
C -0.559 -1.054 0.781
O -1.048 0.048 0.748
O 0.731 -1.315 0.979
C 1.553 -0.151 1.115
H -2.471 -2.654 -1.621
H -3.999 -1.883 -1.174
H -2.536 -0.900 -1.340
H -3.036 -3.043 0.798
H -3.034 -1.295 1.065
H 1.168 0.497 1.900
H 1.590 0.397 0.175
H 2.543 -0.523 1.362
C -6.431 -5.932 2.887
C -7.456 -4.825 2.806
O -7.115 -3.723 3.674
C -6.205 -2.883 3.194
O -5.678 -2.945 2.112
O -5.959 -1.957 4.116
C -4.985 -0.979 3.730
H -6.309 -6.263 3.918
H -6.767 -6.782 2.292
H -5.470 -5.599 2.498
H -8.429 -5.146 3.170
H -7.555 -4.446 1.790
H -5.267 -0.512 2.789
H -4.005 -1.441 3.621
H -4.979 -0.255 4.538
*
```

gap between HOMO and LUMO: 9.344 eV
E_HOMO: -8.600 eV
SMILES: CCC[SiH2][PH2]=N.CCOC(=O)OC.CCOC(=O)OC.CCOC(=O)OC

---

(7)
Formula: C4H12
Source: OMol25
Level of theory: ωB97M-V/def2-TZVPD

Structure (ORCA input):
```
! wB97M-V def2-TZVPD RIJCOSX def2/J DEFGRID3
* xyz 0 1
C -1.631 -1.583 0.304
C -0.726 -2.530 1.071
H -1.643 -0.607 0.800
H -1.433 -1.434 -0.750
H -2.633 -1.903 0.505
H 0.299 -2.150 1.087
H -1.087 -2.734 2.078
H -0.611 -3.526 0.630
C 0.736 2.604 -1.003
C 1.628 1.465 -0.430
H 0.599 2.615 -2.078
H -0.266 2.470 -0.588
H 1.149 3.540 -0.636
H 1.309 1.225 0.578
H 2.643 1.868 -0.385
H 1.666 0.681 -1.184
*
```

gap between HOMO and LUMO: 12.669 eV
E_HOMO: -11.555 eV
energy above the lowest of the compared OMol25 structures with the same formula, charge and spin: 36.1 kJ/mol
SMILES: CC.CC

---

(8)
Formula: C3H2N4O
Source: OMol25
Level of theory: ωB97M-V/def2-TZVPD

Structure (ORCA input):
```
! wB97M-V def2-TZVPD RIJCOSX def2/J DEFGRID3
* xyz 0 1
C 1.167 0.005 -0.021
C 0.538 1.253 -0.483
C -0.751 1.371 -0.237
H 1.168 2.035 -0.884
H -1.300 2.291 -0.479
N -1.532 0.486 0.572
N -1.420 -0.726 0.593
N -0.711 -1.346 -0.566
N 0.489 -1.141 -0.622
O 2.077 -0.126 0.746
*
```

gap between HOMO and LUMO: 8.286 eV
E_HOMO: -9.357 eV
energy above the lowest of the compared OMol25 structures with the same formula, charge and spin: 270.4 kJ/mol
SMILES: O=c1ccnnnn1

---

Number 1: energy -6389.2924 eV. Number 2: energy -81918.8054 eV. Number 3: energy -10897.8619 eV. Number 4: energy -376448.8711 eV. Number 5: energy -31341.2234 eV. Number 6: energy -53222.2688 eV. Number 7: energy -4342.1538 eV. Number 8: energy -11146.4696 eV.